[1]
C2H2FN3O | ωB97M-V/def2-TZVPD

## Properties
LUMO = 0.2 eV
SMILES = Nc1nnc(F)o1
Electronic energy = -11339.256 eV
Gap between HOMO and LUMO = 0.380 hartree

```
9
Properties=species:S:1:pos:R:3:forces:R:3
O -0.646 -0.751 -0.347 1.13 0.21 0.09
N 0.125 1.286 -0.127 2.76 0.38 0.72
C -1.623 0.161 -0.256 -2.47 -3.01 2.13
C 0.481 0.057 -0.194 -0.67 -1.58 -0.53
H 1.623 -1.214 0.889 0.82 2.19 -3.45
N 1.742 -0.585 -0.096 -1.02 0.31 3.38
N -1.203 1.342 -0.020 -3.34 0.26 -0.92
H 2.374 0.249 0.111 -0.66 -1.70 -0.15
F -2.873 -0.545 0.041 3.44 2.94 -1.26
```
Positions in Å, forces in eV/Å.

Population analysis type Mulliken, resulting atomic charges in e:
1. O -0.26
2. N -0.31
3. C 0.55
4. C 0.48
5. H 0.32
6. N -0.58
7. N -0.33
8. H 0.36
9. F -0.23

***

[2]
C2H2FNO | ωB97M-V/def2-TZVPD

## Properties
LUMO (spin up / spin down) = -0.9 / -1.0 eV
Electronic energy = -8355.326 eV
Gap between HOMO and LUMO (spin up / spin down) = 0.385 / 0.300 hartree

```
7
Properties=species:S:1:pos:R:3:forces:R:3
H 1.852 -0.457 -2.160 0.74 -1.00 -2.82
N 1.371 0.279 -0.224 -0.19 0.93 1.55
C -0.648 -1.015 0.022 -0.78 -1.86 1.54
C 1.610 -0.027 -1.287 0.14 0.35 1.05
O -0.742 -1.566 1.063 0.20 2.44 -2.44
F -0.750 -3.379 1.228 0.09 -0.82 -0.28
H -0.584 -1.283 -1.078 -0.20 -0.05 1.41
```
Positions in Å, forces in eV/Å.

Population analysis type Mulliken, resulting atomic charges in e:
1. H 0.34
2. N -0.34
3. C 0.26
4. C 0.07
5. O -0.11
6. F -0.44
7. H 0.24

***

[3]
C2H2FNO | ωB97M-V/def2-TZVPD

## Properties
LUMO (spin up / spin down) = -1.4 / -1.4 eV
Electronic energy = -8357.673 eV
Gap between HOMO and LUMO (spin up / spin down) = 0.360 / 0.360 hartree

```
7
Properties=species:S:1:pos:R:3:forces:R:3
C -0.013 -0.404 -0.353 3.79 1.36 1.45
O 1.252 0.925 0.599 -2.54 -2.58 -1.94
H 1.807 0.290 1.073 -0.03 -0.14 -0.03
N -2.214 0.774 0.021 0.27 -0.16 -0.14
H 0.239 -0.185 -1.379 1.15 -0.80 -0.17
F 0.140 -1.629 0.164 0.09 1.10 -0.66
C -1.211 0.230 -0.125 -2.74 1.22 1.48
```
Positions in Å, forces in eV/Å.

Population analysis type Mulliken, resulting atomic charges in e:
1. C 0.35
2. O -0.59
3. H 0.29
4. N -0.26
5. H 0.23
6. F -0.15
7. C 0.14

***

[4]
C2H2FNO2 | ωB97M-V/def2-TZVPD

## Properties
LUMO (spin up / spin down) = -1.3 / -1.3 eV
SMILES = O=C[C@@H](F)N=O
Electronic energy = -10404.894 eV
Gap between HOMO and LUMO (spin up / spin down) = 0.328 / 0.328 hartree

```
8
Properties=species:S:1:pos:R:3:forces:R:3
C -0.314 -0.608 -0.106 2.02 -0.62 3.23
F -0.349 -1.707 0.890 0.18 2.65 -2.39
H -0.082 -1.023 -1.048 -0.69 -0.65 -1.31
N -1.479 0.204 0.129 -0.69 1.49 -0.81
C 0.972 0.377 0.108 -0.82 -1.34 1.73
O -1.520 1.250 -0.512 0.34 -2.02 0.75
H 0.825 1.374 -0.188 -0.83 1.60 -1.31
O 1.947 0.132 0.727 0.48 -1.09 0.12
```
Positions in Å, forces in eV/Å.

Population analysis type Mulliken, resulting atomic charges in e:
1. C 0.42
2. F -0.26
3. H 0.25
4. N 0.00
5. C -0.14
6. O -0.29
7. H 0.39
8. O -0.36

***

[5]
C2H2FNO2 | ωB97M-V/def2-TZVPD

## Properties
LUMO = -0.2 eV
SMILES = O=C=NF.C=O
Electronic energy = -10404.575 eV
Gap between HOMO and LUMO = 0.365 hartree

```
8
Properties=species:S:1:pos:R:3:forces:R:3
H -1.157 0.208 -0.822 -0.68 -0.54 0.06
O -1.199 1.355 0.789 -0.30 -1.11 -0.46
C -1.390 0.274 0.249 0.62 2.82 0.49
N 0.867 -0.787 -0.525 -0.90 -0.60 -2.20
F 0.704 -1.726 0.391 0.06 -1.33 1.61
O 2.231 1.090 -0.525 2.00 2.87 -0.31
H -1.691 -0.552 0.871 -0.33 -0.90 -0.05
C 1.636 0.138 -0.427 -0.49 -1.22 0.86
```
Positions in Å, forces in eV/Å.

Population analysis type Mulliken, resulting atomic charges in e:
1. H 0.32
2. O -0.42
3. C -0.16
4. N -0.33
5. F -0.10
6. O -0.27
7. H 0.25
8. C 0.72

***

[6]
C2H2FO2S | ωB97M-V/def2-TZVPD

## Properties
Net charge = -1
LUMO = 3.7 eV
Electronic energy = -19753.490 eV
Gap between HOMO and LUMO = 0.289 hartree

```
8
Properties=species:S:1:pos:R:3:forces:R:3
F -0.139 -1.567 0.444 -0.47 1.22 -0.84
O -2.096 -0.094 -0.660 -1.11 -0.39 -1.00
S 2.544 -0.339 0.056 -1.01 1.26 0.49
C -0.154 -0.407 -0.255 0.45 -0.27 2.44
O -1.451 1.496 0.801 0.08 1.72 0.94
H 2.659 0.803 0.848 -0.15 -0.98 -0.72
H -0.021 -0.482 -1.276 0.90 -0.67 -1.82
C -1.342 0.590 0.043 1.30 -1.89 0.49
```
Positions in Å, forces in eV/Å.

Population analysis type Mulliken, resulting atomic charges in e:
1. F -0.17
2. O -0.56
3. S -0.62
4. C 0.02
5. O -0.62
6. H 0.04
7. H 0.33
8. C 0.58

***

[7]
C2H2FO4 | ωB97M-V/def2-TZVPD

## Properties
Net charge = -1
LUMO = 3.9 eV
Electronic energy = -13016.251 eV
Gap between HOMO and LUMO = 0.324 hartree

```
9
Properties=species:S:1:pos:R:3:forces:R:3
O 0.140 -0.416 -0.320 1.14 -0.79 -0.18
C 2.555 -0.127 -0.312 0.96 -1.33 0.51
O 3.000 -1.138 -0.012 -0.73 1.28 -0.50
O -1.696 0.548 0.275 -2.28 1.32 0.53
H -2.127 -0.965 -0.069 -1.06 -0.56 0.22
F -2.738 -1.755 -0.122 0.80 0.72 -0.07
O 0.257 1.771 0.100 -1.42 0.36 0.73
H 1.119 1.505 0.431 0.07 -0.18 -0.48
C -0.510 0.578 0.031 2.52 -0.83 -0.76
```
Positions in Å, forces in eV/Å.

Population analysis type Mulliken, resulting atomic charges in e:
1. O -0.69
2. C 0.10
3. O -0.23
4. O -0.72
5. H 0.47
6. F -0.54
7. O -0.49
8. H 0.28
9. C 0.81

***

[8]
C2H2FOP | ωB97M-V/def2-TZVPD

## Properties
LUMO (spin up / spin down) = -2.4 / -2.4 eV
SMILES = [H]/P=C/C(=O)F
Electronic energy = -16155.542 eV
Gap between HOMO and LUMO (spin up / spin down) = 0.284 / 0.272 hartree

```
7
Properties=species:S:1:pos:R:3:forces:R:3
O 0.748 2.387 0.519 -2.70 -8.88 -3.91
H -0.798 -2.477 0.161 -0.22 1.35 -0.79
F 0.649 1.037 -1.429 -0.21 -0.07 -0.87
P -0.749 -1.292 -0.775 0.70 -0.51 1.52
H -0.109 -0.511 1.333 0.39 0.21 2.42
C -0.105 -0.173 0.366 -1.27 -1.97 -3.14
C 0.364 1.028 -0.174 3.31 9.88 4.76
```
Positions in Å, forces in eV/Å.

Population analysis type Mulliken, resulting atomic charges in e:
1. O -0.51
2. H 0.05
3. F -0.13
4. P 0.05
5. H 0.43
6. C -0.33
7. C 0.44

***

[9]
C2H2FOP | ωB97M-V/def2-TZVPD

## Properties
LUMO (spin up / spin down) = -0.8 / 0.0 eV
Electronic energy = -16157.693 eV
Gap between HOMO and LUMO (spin up / spin down) = 0.241 / 0.291 hartree

```
7
Properties=species:S:1:pos:R:3:forces:R:3
H 1.232 -0.504 -1.023 -1.19 0.53 0.81
C 0.506 0.074 -0.357 0.84 0.33 -1.42
F -0.118 0.909 1.955 -0.04 -0.02 0.12
O -1.938 -0.899 -0.445 -0.57 -0.43 0.74
P 0.741 -0.332 1.349 0.16 0.11 0.40
H 0.540 1.136 -0.727 0.01 -0.96 0.64
C -0.963 -0.383 -0.751 0.78 0.44 -1.29
```
Positions in Å, forces in eV/Å.

Population analysis type Mulliken, resulting atomic charges in e:
1. H 0.33
2. C -0.45
3. F -0.28
4. O -0.27
5. P 0.11
6. H 0.32
7. C 0.24

***

[10]
C2H2FOPb | ωB97M-V/def2-TZVPD

## Properties
Net charge = +1
LUMO = -6.3 eV
Electronic energy = -12107.756 eV
Gap between HOMO and LUMO = 0.301 hartree

```
7
Properties=species:S:1:pos:R:3:forces:R:3
F 2.230 0.434 -0.400 -0.72 -0.01 0.34
H 0.851 1.854 0.110 -0.15 -0.27 0.24
C 0.963 0.801 -0.159 1.32 0.77 -1.33
H -0.853 -1.103 1.650 -0.27 -0.16 -0.03
O -0.998 -0.475 -0.851 1.02 1.44 -2.36
Pb -2.162 -1.735 0.498 -0.70 -1.00 1.47
C -0.029 0.224 -0.848 -0.51 -0.76 1.67
```
Positions in Å, forces in eV/Å.

Population analysis type Mulliken, resulting atomic charges in e:
1. F -0.16
2. H 0.28
3. C -0.09
4. H -0.07
5. O -0.43
6. Pb 0.81
7. C 0.66